The following is a DFT calculation (ωB97M-V/def2-TZVPD) of a molecular structure, C23H25AsN8O8PdS2Se.

net charge: 0
2S+1: 5
gap between HOMO and LUMO (spin up / spin down): 8.91 / 6.13 eV
lowest unoccupied orbital energy (spin up / spin down): -0.20 / -3.12 eV

Each line ends with the Löwdin charge.
Atoms and positions in Å:
Pd -1.293 -0.290 0.032  0.991
O -5.705 -0.426 1.331  -0.281
As -4.551 -0.906 0.083  1.137
O -5.078 -2.360 -0.412  -0.402
O -3.034 -1.241 1.321  -0.339
C -3.018 -2.590 1.619  -0.363
C -3.676 -3.036 2.752  0.003
C -3.750 -4.395 3.021  -0.052
C -3.173 -5.325 2.165  -0.063
C -2.499 -4.892 1.037  -0.038
C -2.429 -3.534 0.770  -0.224
S -1.401 -2.960 -0.528  0.515
O -0.280 -2.282 0.183  -0.372
O -0.965 -4.049 -1.350  -0.263
O -2.108 -1.882 -1.304  -0.515
H -5.713 0.530 1.521  -0.009
H -4.143 -2.301 3.395  0.128
H -4.287 -4.729 3.900  0.110
H -3.253 -6.384 2.373  0.108
H -2.024 -5.582 0.352  0.118
O -1.890 1.705 0.702  -0.320
N -3.142 1.725 0.974  -0.067
C -3.558 2.707 1.696  -0.284
C -2.719 3.777 2.186  -0.147
N -2.035 4.618 2.568  0.189
C -4.962 2.751 2.002  -0.168
N -6.086 2.789 2.249  0.179
Se -2.719 0.777 -2.118  0.828
C -2.825 2.581 -1.891  -0.746
N -2.902 3.728 -1.763  0.092
C 3.433 4.293 -1.238  -0.041
C 2.597 3.575 -0.211  -0.260
C 2.708 2.196 -0.050  -0.053
C 1.919 1.515 0.860  -0.091
C 1.033 2.231 1.650  -0.404
C 0.920 3.607 1.534  -0.066
C 1.701 4.270 0.597  -0.018
S -0.042 1.331 2.759  0.971
C 1.202 1.008 4.016  -0.221
O -0.224 -0.041 2.110  -0.585
H 3.558 3.680 -2.133  0.076
H 4.425 4.518 -0.839  0.085
H 2.968 5.234 -1.532  0.080
H 3.421 1.647 -0.658  0.097
H 1.980 0.437 0.957  0.108
H 0.215 4.152 2.153  0.075
H 1.592 5.343 0.482  0.120
H 2.033 0.469 3.564  0.062
H 0.737 0.408 4.799  0.056
H 1.519 1.974 4.413  0.066
C 3.810 -2.336 -1.822  -0.069
C 4.028 -1.616 -3.152  -0.401
C 4.790 -0.307 -2.948  -0.069
C 2.712 -1.368 -3.908  -0.094
N 1.733 -0.614 -3.125  -0.079
C 0.933 -1.042 -2.154  -0.124
N 0.319 0.008 -1.654  -0.043
N 0.756 1.087 -2.345  0.016
N 1.609 0.726 -3.227  0.087
H 4.771 -2.657 -1.418  0.084
H 3.181 -3.223 -1.936  0.085
H 3.346 -1.680 -1.082  0.075
H 4.618 -2.268 -3.800  0.136
H 4.168 0.430 -2.432  0.049
H 5.095 0.127 -3.903  0.084
H 5.686 -0.478 -2.349  0.083
H 2.251 -2.312 -4.190  0.134
H 2.905 -0.780 -4.802  0.128
H 0.810 -2.067 -1.852  0.117